Molecular formula: C20H35Cl15O5
Method: DFT, the ωB97M-V functional and the def2-TZVPD basis

```
75
Properties=species:S:1:pos:R:3:forces:R:3:mulliken_charge:R:1
Cl 11.230704 16.969573 20.222408 -0.3 0.0 -0.1 -0.135
C 10.759781 15.521784 19.325236 0.8 -1.1 0.6 1.144
Cl 10.386441 15.889426 17.650638 -0.4 0.0 0.0 -0.118
Cl 9.441139 14.591647 20.144047 0.5 0.7 -0.4 -0.165
H 11.659996 14.870194 19.351558 -0.9 0.4 0.0 -0.654
Cl 16.391106 14.608908 16.298252 -0.1 -0.4 0.0 -0.104
C 16.597404 13.290722 15.098151 0.8 0.7 0.0 1.340
Cl 17.788941 12.089079 15.721956 -0.7 0.4 -0.4 -0.161
Cl 17.160413 14.032806 13.583945 -0.1 -0.3 0.4 -0.117
H 15.615016 12.859268 14.920414 0.3 -0.3 0.2 -0.742
Cl 12.108447 9.254797 19.527373 -0.4 -0.1 -0.5 -0.122
C 10.542593 9.776974 18.834470 0.9 0.5 -0.4 -0.191
Cl 10.656702 9.957146 17.006512 -0.1 -0.5 1.3 -0.106
Cl 10.100690 11.306815 19.528221 -0.2 0.4 0.0 -0.028
H 9.795481 9.063879 19.132736 -0.1 -0.4 -0.5 0.420
Cl 7.895084 14.482968 14.264586 -0.2 0.0 -0.9 -0.082
C 7.122774 14.734387 12.651344 -1.1 0.3 1.0 -0.004
Cl 8.255283 14.995925 11.372651 0.4 -0.1 -0.2 -0.082
Cl 5.952112 16.089445 12.771602 0.4 0.0 0.0 -0.137
H 6.452895 13.902787 12.442698 0.6 -0.2 0.0 0.307
Cl 13.475840 16.857420 14.881067 0.0 0.0 0.6 -0.082
C 13.296984 17.437151 16.546526 0.0 1.1 0.0 0.891
Cl 12.341593 18.979758 16.567868 0.5 -0.7 -0.1 -0.138
Cl 14.871897 17.675884 17.355486 -0.5 -0.1 -0.3 -0.126
H 12.702354 16.762515 17.139110 0.1 -0.3 -0.1 -0.592
C 14.595317 8.591686 15.827061 0.4 0.4 0.4 -0.601
C 14.691869 7.142620 16.013924 1.5 -0.8 1.3 0.659
C 13.431788 6.415656 15.759286 -1.1 -0.6 -0.4 -0.997
O 15.710587 6.565952 16.377010 -1.0 0.5 -0.5 -0.595
H 14.235993 8.735018 14.839124 -0.3 0.6 -1.1 0.167
H 15.508953 9.116473 16.021219 0.6 0.2 -0.1 0.336
H 13.842193 8.961889 16.492686 -0.6 0.3 0.4 0.201
H 12.527995 6.837239 16.260731 0.8 0.1 -0.5 0.249
H 13.566943 5.415420 16.164893 -0.1 -0.2 -0.5 0.327
H 13.280760 6.450204 14.643981 -0.1 -0.4 1.0 0.275
C 14.722451 14.813050 21.074184 -1.1 0.2 0.5 -1.040
C 14.188747 13.654329 20.275899 1.5 -0.3 1.4 0.765
C 15.145057 12.535169 19.969840 0.1 -1.0 0.0 -0.903
O 13.046013 13.600969 19.929866 -1.3 -0.1 -0.7 -0.531
H 14.131908 15.705540 20.877672 0.0 0.1 -0.2 0.233
H 15.751213 14.991251 20.880448 1.0 0.2 -0.1 0.369
H 14.587910 14.631661 22.157185 0.2 -0.3 -0.5 0.311
H 14.588605 11.626575 19.667692 0.3 0.6 -0.1 0.153
H 15.893348 12.229991 20.724709 -0.6 0.5 0.1 0.387
H 15.767072 12.903945 19.165762 0.1 0.0 -0.7 0.214
C 11.586412 13.181864 8.249730 1.1 1.2 1.4 -0.998
C 11.134298 11.777382 8.391278 0.0 -0.8 -2.1 0.838
C 10.132440 11.567486 9.475892 -0.4 -0.5 1.0 -0.813
O 11.510295 10.914720 7.597668 -0.6 0.8 1.5 -0.580
H 10.716448 13.848384 8.097260 0.5 -0.3 -0.5 0.333
H 12.428364 13.266985 7.541702 -0.8 0.2 0.0 0.296
H 11.979240 13.545801 9.248964 -0.3 -0.5 -0.9 0.235
H 9.114416 11.982800 9.291243 0.8 -0.3 -0.3 0.306
H 10.496973 12.118420 10.353859 -0.1 -0.2 0.0 0.093
H 10.069014 10.498282 9.723517 -0.2 0.4 -0.1 0.307
C 11.664119 11.872256 13.941095 -0.9 -0.2 1.1 -0.992
C 12.770270 12.452791 14.749980 -0.7 0.0 -1.0 0.878
C 12.444732 13.333128 15.875272 -1.0 0.4 1.2 -0.388
O 13.889292 12.177733 14.443493 2.3 -0.5 -0.3 -0.716
H 11.017260 12.651579 13.570167 -0.2 0.3 -0.4 0.362
H 11.050155 11.359609 14.695042 -0.2 -0.3 -0.4 0.122
H 12.011779 11.195032 13.170535 0.1 0.0 0.0 0.225
H 11.545514 13.936228 15.622220 0.6 -0.3 0.4 0.238
H 13.284751 13.957043 16.179467 0.0 0.0 -0.2 -0.090
H 12.211412 12.687782 16.755103 -0.1 0.4 -0.5 0.119
C 16.034868 9.968260 11.752750 1.1 -0.1 1.9 -0.860
C 16.026174 11.380309 11.354684 0.8 3.3 -0.8 0.807
C 14.658547 11.958741 10.842492 2.1 -1.1 0.5 -0.860
O 17.015126 12.129234 11.312253 -1.9 -2.0 0.2 -0.595
H 15.552246 9.406509 10.993207 -0.1 -0.9 -0.8 0.395
H 15.404717 9.862527 12.643832 -0.1 0.1 -0.1 -0.051
H 17.045939 9.636133 12.081803 -0.7 0.1 -0.8 0.324
H 14.582172 12.970965 11.169329 0.0 0.7 0.0 0.317
H 13.842003 11.372369 11.199100 -0.7 -0.4 0.0 0.149
H 14.808670 11.869696 9.772396 -0.5 0.2 -0.4 0.401
```
Forces are in eV/Å.

HOMO level (hartree): -0.348
Structure (SMILES): ClC(Cl)Cl.ClC(Cl)Cl.ClC(Cl)Cl.ClC(Cl)Cl.ClC(Cl)Cl.CC(C)=O.CC(C)=O.CC(C)=O.CC(C)=O.CC(C)=O
Max |F| (Eh/bohr): 0.067
Relative energy (zero: lowest compared OMol25 entry of this formula, charge and spin) (kJ/mol): 115.91
Total charge: 0
Energy (eV): -219380.184
Frontier orbital gap (eV): 9.465
LUMO energy (Ha): 0.0000

---

Molecular formula: C20H35Cl9F8O
Method: DFT, the ωB97M-V functional and the def2-TZVPD basis

```
73
Properties=species:S:1:pos:R:3:forces:R:3:mulliken_charge:R:1
F -18.095829 -2.461276 -6.884365 0.2 -0.1 -0.1 -0.230
C -17.522814 -3.487717 -6.201713 -0.1 0.2 0.2 -0.042
F -17.580407 -3.173621 -4.884695 0.0 0.0 0.0 -0.268
C -18.335556 -4.757200 -6.447226 0.2 -0.1 0.2 1.298
F -17.803855 -5.737473 -5.669973 0.2 0.0 0.0 -0.311
F -18.129363 -5.094365 -7.737002 -0.1 0.0 -0.2 -0.294
C -19.807870 -4.565190 -6.134967 -1.0 0.6 0.4 -0.946
O -20.697929 -5.151807 -7.065445 0.4 -0.1 -0.4 -0.250
C -20.908490 -6.488581 -6.952464 -0.9 0.5 0.3 0.929
F -19.779331 -7.182082 -6.870793 0.3 -0.4 0.1 -0.269
F -21.633201 -6.728762 -5.820517 0.3 -0.2 0.0 -0.320
C -21.768540 -6.868557 -8.159451 -0.3 0.1 0.0 0.389
F -20.980763 -7.035010 -9.237787 0.1 0.0 -0.1 -0.292
F -22.439080 -8.016001 -7.929379 0.1 -0.1 0.0 -0.265
H -16.484817 -3.610718 -6.508204 0.0 0.0 0.0 0.315
H -20.070572 -3.509896 -6.166491 0.3 0.1 -0.2 0.128
H -20.071701 -4.852682 -5.115246 0.4 -0.4 0.0 0.336
H -22.477338 -6.056476 -8.339144 -0.1 -0.1 -0.1 0.090
Cl -26.311730 -1.267955 -15.588502 0.1 0.1 0.2 -0.123
C -27.249009 -2.723929 -15.858481 -0.3 -0.2 0.0 -0.040
Cl -28.828074 -2.652881 -15.051660 0.1 0.1 -0.1 -0.120
Cl -26.389561 -4.176242 -15.341203 0.0 0.2 -0.2 -0.071
H -27.424602 -2.782009 -16.923795 -0.1 -0.1 0.0 0.350
Cl -22.183468 0.013955 -8.834424 0.0 0.0 -0.1 -0.140
C -22.304164 -1.573013 -8.065339 0.3 0.6 0.3 0.362
Cl -23.844096 -2.305826 -8.429301 -0.1 -0.2 0.1 -0.106
Cl -22.082530 -1.389488 -6.307018 0.0 -0.2 -0.1 -0.161
H -21.468014 -2.154973 -8.428506 -0.2 -0.3 -0.1 0.049
Cl -27.097704 -10.161321 -6.011934 -0.1 -0.1 0.2 -0.150
C -25.624176 -9.221291 -6.245281 -0.2 0.0 -0.3 0.276
Cl -24.285830 -9.827428 -5.302319 0.2 -0.2 0.1 -0.123
Cl -25.913362 -7.523268 -5.894995 0.0 0.2 0.1 -0.127
H -25.383605 -9.315563 -7.295040 0.2 0.1 0.0 0.124
C -22.370321 -3.820647 -11.266844 0.2 0.8 0.8 -0.669
C -23.033570 -4.674641 -12.311189 0.0 -1.1 0.2 -0.663
C -24.554561 -4.518593 -12.345050 -0.1 0.8 -0.5 -0.609
C -25.325786 -4.884060 -11.084383 1.0 -0.1 0.9 0.943
C -24.937129 -6.259491 -10.531516 0.0 -0.4 -0.6 0.256
C -25.770283 -6.735304 -9.358118 -0.3 -0.1 0.3 -1.292
H -22.476415 -2.751604 -11.484841 0.1 0.0 -0.1 0.327
H -21.310211 -4.022332 -11.095068 0.0 -0.1 -0.4 0.422
H -22.826186 -3.923209 -10.275506 -0.1 -0.3 -0.2 -0.245
H -22.611588 -4.498088 -13.301040 -0.1 0.3 0.0 0.395
H -22.773370 -5.721063 -12.099708 -0.1 0.0 -0.1 0.243
H -24.958715 -5.055983 -13.206773 0.1 -0.2 0.1 -0.006
H -24.748842 -3.455801 -12.554166 -0.1 -0.1 -0.1 0.512
H -25.043578 -4.176504 -10.291821 -0.2 0.1 -0.1 -0.228
H -26.401305 -4.778605 -11.210969 -0.1 -0.1 -0.2 -0.464
H -24.899642 -6.976744 -11.366147 -0.4 -0.1 0.2 0.394
H -23.895729 -6.257458 -10.199820 0.1 0.3 0.0 -0.262
H -25.356077 -7.635366 -8.898376 0.2 0.1 0.0 0.144
H -25.791532 -5.954823 -8.591658 0.0 -0.1 0.0 0.375
H -26.813226 -6.992079 -9.570907 0.1 0.2 -0.3 0.388
C -32.177454 -5.345209 -8.350045 0.2 0.2 -0.1 -1.287
C -31.118181 -5.769585 -9.377953 -0.1 -0.3 0.1 -0.173
C -30.749494 -4.679359 -10.374363 -0.1 0.3 -0.6 -0.929
C -29.479506 -4.964100 -11.194103 -0.1 0.3 0.5 -0.108
C -29.582425 -6.248155 -12.010133 0.2 0.1 0.2 -0.442
C -28.393875 -6.423560 -12.955406 -0.3 -1.0 0.3 -0.836
H -33.198493 -5.480473 -8.707400 0.0 -0.1 -0.1 0.306
H -32.078406 -4.279876 -8.121478 0.1 -0.1 0.1 0.325
H -32.050566 -5.896165 -7.419078 -0.2 0.0 0.0 0.363
H -30.211068 -6.101685 -8.858222 0.0 0.2 0.0 0.265
H -31.468843 -6.663340 -9.903993 0.0 0.1 0.0 0.260
H -30.673320 -3.724974 -9.841655 0.2 -0.1 0.0 0.385
H -31.550637 -4.515383 -11.110560 -0.1 -0.2 0.3 0.296
H -29.268365 -4.115695 -11.854304 -0.1 0.0 0.0 0.339
H -28.627362 -5.004005 -10.501652 0.0 -0.2 -0.1 0.014
H -29.602951 -7.087347 -11.309123 -0.1 -0.1 -0.1 0.268
H -30.545414 -6.246605 -12.530020 0.1 0.0 -0.2 0.380
H -28.298443 -5.597593 -13.653184 0.3 0.1 0.1 0.110
H -27.504155 -6.607269 -12.344552 0.2 0.6 -0.2 0.070
H -28.462654 -7.358072 -13.525128 -0.3 0.2 -0.1 0.436
```
Forces are in eV/Å.

HOMO level (hartree): -0.400
Structure (SMILES): FC(F)C(F)(F)COC(F)(F)C(F)F.ClC(Cl)Cl.ClC(Cl)Cl.ClC(Cl)Cl.CCCCCC.CCCCCC
Max |F| (Eh/bohr): 0.027
Total charge: 0
Energy (eV): -157797.261
Frontier orbital gap (eV): 11.291
LUMO energy (Ha): 0.0151

---

Molecular formula: C20H35F3IN4O5S2
Method: DFT, the ωB97M-V functional and the def2-TZVPD basis

```
70
Properties=species:S:1:pos:R:3:forces:R:3:nbo_charge:R:1
C -3.230295 -1.232781 3.326010 0.5 -1.0 0.8 -0.707
C -1.802401 -1.591819 3.040088 0.0 -0.2 0.2 0.561
C -1.619410 -2.926224 2.360576 0.3 0.3 -0.1 -0.732
N -0.815390 -0.812482 3.360713 -1.8 1.6 -1.3 -0.596
C -0.102487 -0.202856 2.358679 1.8 -0.7 -0.3 0.283
C 1.046286 -0.594261 1.739166 0.2 -1.7 0.0 0.181
C 1.786700 -1.846534 2.129805 0.8 0.8 0.7 -0.462
C 2.713998 -1.537382 3.366541 0.2 -0.2 -0.4 -0.402
C 4.209191 -1.842523 3.152539 -0.2 0.9 0.4 -0.223
N 4.809451 -1.013531 2.105446 0.0 -0.7 0.0 -0.819
N 1.389416 0.315696 0.755533 -0.5 0.0 0.8 -0.320
C 2.551157 0.171555 -0.133146 0.0 -0.1 -0.3 -0.209
C 2.274011 0.460615 -1.598643 0.0 -0.3 -0.4 -0.426
C 1.368836 -0.594778 -2.266876 0.7 0.1 -0.2 -0.430
C 2.201103 -1.839252 -2.710177 -1.2 0.6 0.4 -0.700
S 2.391137 -1.874972 -4.491980 2.1 -0.4 -0.2 2.371
O 3.276611 -0.830253 -4.874176 -0.5 1.2 0.2 -0.928
O 2.840709 -3.163611 -4.881977 -1.0 -0.9 0.1 -0.906
O 0.944050 -1.520751 -5.074597 0.0 -0.1 0.5 -0.862
C 0.469530 1.300261 0.816184 0.0 0.4 -1.4 0.246
S 0.430229 2.760188 -0.152430 0.6 0.7 0.1 0.055
N -0.413497 1.012343 1.755559 -1.6 -0.2 0.8 -0.302
C -1.569773 1.837577 2.162072 0.6 0.3 0.5 -0.230
C -1.154758 2.654245 3.405353 -0.5 0.0 -0.2 -0.442
C -1.904945 3.974944 3.579657 0.5 -0.1 0.5 -0.512
I -1.716766 5.343735 1.932430 -0.2 -0.2 0.2 0.088
H -3.711044 -2.110487 3.770583 -0.3 0.3 0.1 0.250
H -3.705559 -1.114103 2.345047 0.0 0.2 0.0 0.258
H -3.322895 -0.359341 3.963713 -0.1 0.0 -0.1 0.242
H -0.878129 -3.475977 2.943676 -0.1 -0.1 0.0 0.257
H -1.182897 -2.802154 1.364373 -0.1 0.0 0.0 0.247
H -2.543836 -3.495133 2.305396 0.0 0.0 -0.1 0.241
H 2.361092 -2.260951 1.300020 0.0 0.0 0.1 0.216
H 1.098499 -2.609933 2.471814 -0.3 0.0 -0.3 0.240
H 2.333754 -2.050674 4.253045 0.0 -0.1 -0.1 0.222
H 2.645225 -0.470371 3.600977 0.0 0.0 0.0 0.195
H 4.725869 -1.556083 4.073475 -0.1 -0.3 0.1 0.204
H 4.414593 -2.899886 2.987375 0.0 0.0 -0.2 0.202
H 4.614361 -1.388894 1.188832 0.0 0.2 -0.1 0.343
H 4.475438 -0.062291 2.177047 0.1 0.0 -0.1 0.345
H 2.840394 -0.876012 -0.069977 -0.1 0.0 0.1 0.213
H 3.404274 0.723381 0.259957 -0.2 0.3 0.0 0.232
H 1.891433 1.454956 -1.798857 0.1 0.0 0.3 0.243
H 3.238378 0.407922 -2.112867 0.0 0.1 0.0 0.242
H 0.527996 -0.895526 -1.635764 0.1 0.0 0.1 0.208
H 0.955636 -0.112058 -3.154829 -0.1 0.0 0.1 0.233
H 1.757955 -2.766531 -2.345198 0.0 -0.1 -0.3 0.248
H 3.209325 -1.771665 -2.303455 0.1 -0.2 -0.3 0.257
H 0.279143 -1.754018 -4.409463 -0.2 -0.2 -0.3 0.496
H -0.632102 2.591875 -0.974907 0.3 -0.4 0.4 0.181
H -2.389830 1.165885 2.401333 0.0 0.0 -0.1 0.226
H -1.872206 2.476155 1.335791 0.2 0.0 0.0 0.247
H -0.078455 2.836152 3.389912 0.0 0.1 -0.2 0.219
H -1.339359 2.043170 4.294897 0.0 0.0 0.0 0.237
H -2.948033 3.842765 3.858372 -0.1 0.0 -0.5 0.227
H -1.444372 4.497882 4.416423 0.0 0.1 -0.1 0.239
C -2.761496 1.045678 -6.024625 -0.3 0.2 0.2 -0.641
C -1.894461 0.604536 -4.867046 0.3 -0.2 -0.7 -0.081
O -2.161111 1.378971 -3.677093 0.1 0.1 0.4 -0.486
C -3.214383 1.014588 -2.959136 0.3 -0.3 -0.6 0.686
O -3.959188 0.115273 -3.201672 -0.2 0.0 0.3 -0.520
C -3.313789 1.901971 -1.708214 -0.6 0.5 0.2 0.901
F -3.130600 3.190843 -1.994713 0.2 -0.1 -0.1 -0.298
F -2.362642 1.552349 -0.804816 -0.1 -0.3 -0.1 -0.342
F -4.489982 1.779739 -1.114250 0.1 -0.2 0.0 -0.288
H -2.645701 2.115310 -6.200061 0.1 0.0 -0.1 0.224
H -2.489048 0.506349 -6.930554 0.1 0.0 0.0 0.237
H -3.815790 0.863723 -5.817636 0.0 -0.1 0.0 0.227
H -0.844730 0.775241 -5.101540 0.0 0.2 0.2 0.205
H -2.014424 -0.459769 -4.657735 -0.2 0.1 0.2 0.187
```
Forces are in eV/Å.

HOMO level (hartree): -0.432
Max |F| (Eh/bohr): 0.052
Relative energy (zero: lowest compared OMol25 entry of this formula, charge and spin) (kJ/mol): 0.00
Total charge: +1
Energy (eV): -75421.689
Frontier orbital gap (eV): 8.629
LUMO energy (Ha): -0.1154